Computed, not measured: a structure of composition C30H46LuO2P2, with the ωB97M-V functional and the def2-TZVPD basis.

Geometry as XYZ:
```
81
Properties=species:S:1:pos:R:3:mulliken_charge:R:1
Lu 1.5259 1.8287 -0.9668 0.56
C -1.9546 -1.2806 2.2109 0.41
C -2.1928 -1.4454 0.8191 0.82
C -0.9809 -3.2564 1.5509 0.45
C -1.2301 -2.4135 2.6660 0.32
C -1.5802 -2.6618 0.4096 0.60
C -2.3671 -0.1304 3.0441 -1.62
H -3.2371 0.3789 2.6106 0.40
H -1.5540 0.6090 3.1403 0.07
H -2.6279 -0.4646 4.0563 0.46
C -0.7887 -2.6714 4.0491 -1.08
H -1.3218 -2.0267 4.7567 0.40
H 0.2894 -2.4839 4.1674 -0.04
H -0.9682 -3.7198 4.3247 0.34
C -0.2531 -4.5394 1.5975 -1.45
H -0.9030 -5.3645 1.9298 0.33
H 0.5939 -4.4838 2.2929 0.32
H 0.1417 -4.7974 0.6082 0.31
C -1.6196 -3.2510 -0.9443 -1.05
H -2.4936 -3.9112 -1.0696 0.30
H -0.7242 -3.8594 -1.1279 0.33
H -1.6699 -2.4765 -1.7215 -0.13
C -3.0016 -0.5642 -0.0474 -0.82
H -4.0124 -0.9758 -0.2075 0.37
H -2.5410 -0.4433 -1.0376 -0.07
H -3.1240 0.4283 0.4029 0.12
C 1.3041 3.0832 0.8533 -0.03
C 0.2665 3.9283 0.1804 -0.09
C -0.8607 3.4482 -0.7324 -0.47
C -0.4022 2.8618 -2.0938 -1.14
C -0.3930 1.2929 -2.1297 0.00
C 0.3551 0.7143 -3.3361 -0.08
C 1.8925 0.6393 -3.3830 -0.63
C 2.6536 1.9041 -2.9840 -1.61
H -1.4770 4.3379 -0.9627 0.53
H 0.5881 3.2815 -2.4242 0.33
H -1.5614 2.7626 -0.2226 -0.32
H 2.4535 2.7438 -3.6625 0.38
H 2.3839 3.0990 0.5321 0.22
H 0.5977 4.9231 -0.1680 0.54
H 3.7330 1.6990 -2.9549 0.39
H 2.2520 -0.2375 -2.8108 0.15
H 0.0296 1.2832 -4.2239 0.45
H 2.1567 0.3875 -4.4256 0.49
H -1.1012 3.1644 -2.8958 0.67
H -1.4500 1.0444 -2.3077 0.75
P -0.4103 4.2521 2.1348 0.73
C -0.0139 5.9035 2.6792 -1.24
C -2.0849 3.6958 2.3993 -0.94
P -0.5447 -1.1061 -3.9560 0.40
C 0.8627 3.0651 2.2214 -0.91
C -1.6750 -0.5355 -5.2849 -1.33
C 0.7794 -1.8125 -5.0016 -1.21
H 0.8364 5.8478 3.3740 0.40
H -0.8748 6.3370 3.2104 0.40
H 0.2563 6.5452 1.8325 0.37
H -2.4691 3.0632 1.5897 0.12
H -2.7524 4.5654 2.5042 0.47
H -2.1228 3.1171 3.3339 0.40
H 1.1073 -1.1017 -5.7699 0.37
H 0.3974 -2.7179 -5.4869 0.44
H 1.6242 -2.0967 -4.3569 0.31
H 1.2552 2.4809 3.0532 0.52
H -0.2470 0.7466 -1.1351 0.02
H -2.0684 -1.4154 -5.8170 0.44
H -1.1499 0.1099 -6.0003 0.40
H -2.5156 -0.0009 -4.8196 0.32
O 0.9075 0.2377 0.4945 -0.53
C 2.0150 -0.4229 0.3036 0.34
O 2.8343 0.0383 -0.5797 -0.85
C 2.3460 -1.6071 1.0953 0.68
C 2.1806 -1.5537 2.4781 -0.21
C 2.6380 -2.6185 3.2482 -0.42
C 3.2348 -3.7237 2.6257 -0.69
C 3.3458 -3.7856 1.2254 -0.58
C 2.8997 -2.7131 0.4527 -0.50
H 1.6835 -0.6784 2.9050 0.39
H 2.5436 -2.5825 4.3415 0.44
H 3.6076 -4.5495 3.2340 0.38
H 3.7867 -4.6585 0.7446 0.42
H 2.9610 -2.7107 -0.6361 0.51
```

The net charge is +1. For the energy, the calculation gives -3239.05088 hartree. The lowest unoccupied orbital energy (alpha / beta) is -3.15 / -2.87 eV. As for the energy above the lowest of the compared OMol25 structures with the same formula, charge and spin: 2.483 eV. The HOMO energy (alpha / beta) is -0.327 / -0.324 Eh.

***

Computed, not measured: a structure of composition C30H47BCuN8O5, with the ωB97M-V functional and the def2-TZVPD basis.

Geometry as XYZ:
```
92
Properties=species:S:1:pos:R:3:lowdin_spin:R:1
Cu 0.6523 -0.6634 -0.3885 0.76
C -3.6246 -1.5576 2.5933 0.00
C -2.5253 -1.9989 1.6885 0.00
C -2.3650 -3.1896 1.0053 0.00
C -1.1640 -3.0665 0.2948 0.01
N -0.6403 -1.8669 0.5441 0.06
N -1.4701 -1.2222 1.4017 0.00
B -1.0509 0.1133 2.0239 0.00
N -1.4292 1.3002 1.0793 0.00
N -2.0941 1.1272 -0.0972 0.00
C -2.5739 2.3119 -0.4499 0.00
C -2.2106 3.2843 0.5045 0.00
C -1.5064 2.5917 1.4698 0.00
C -0.9379 3.0815 2.7576 0.00
C -3.3540 2.5234 -1.7268 0.00
C -2.4153 3.0918 -2.7997 0.00
C -4.4825 3.5264 -1.4665 0.00
C -3.9666 1.2106 -2.2168 0.00
N 0.4631 0.0397 2.3517 0.00
N 1.4283 -0.2564 1.4264 0.06
C 2.5828 -0.4031 2.0825 0.00
C 2.3607 -0.1934 3.4477 0.00
C 1.0144 0.0646 3.5812 0.00
C 0.2598 0.2991 4.8475 0.00
C 3.9035 -0.7415 1.4275 0.00
C 3.7903 -2.0579 0.6495 0.00
C 4.9754 -0.9200 2.5061 0.00
C 4.3288 0.4126 0.5131 0.00
C -0.4543 -4.1322 -0.5107 0.00
C -1.4123 -5.2968 -0.7691 0.00
C 0.0588 -3.6138 -1.8552 0.00
C 0.7348 -4.6311 0.3242 0.00
H -4.4189 -2.3013 2.5948 0.00
H -4.0415 -0.6049 2.2648 0.00
H -3.2695 -1.4291 3.6165 0.00
H -3.0345 -4.0314 1.0256 0.00
H -1.6317 0.2674 3.0615 0.00
H -2.4602 4.3324 0.5217 0.00
H -0.9998 4.1672 2.8008 0.00
H 0.1060 2.7869 2.8749 0.00
H -1.4982 2.6748 3.6015 0.00
H -1.9942 4.0486 -2.4837 0.00
H -2.9580 3.2529 -3.7337 0.00
H -1.5871 2.4098 -2.9998 0.00
H -4.0930 4.4960 -1.1532 0.00
H -5.1582 3.1627 -0.6905 0.00
H -5.0599 3.6802 -2.3800 0.00
H -3.2077 0.4736 -2.4777 0.00
H -4.5653 1.3991 -3.1100 0.00
H -4.6100 0.7691 -1.4547 0.00
H 3.0817 -0.2405 4.2442 0.00
H 0.9547 0.2439 5.6835 0.00
H -0.5163 -0.4514 4.9948 0.00
H -0.2176 1.2774 4.8660 0.00
H 3.4827 -2.8664 1.3167 0.00
H 4.7635 -2.3172 0.2274 0.00
H 3.0891 -1.9876 -0.1787 0.00
H 4.7302 -1.7400 3.1839 0.00
H 5.1099 -0.0098 3.0933 0.00
H 5.9282 -1.1519 2.0281 0.00
H 3.5401 0.6718 -0.1856 0.00
H 5.2185 0.1385 -0.0567 0.00
H 4.5577 1.3018 1.1047 0.00
H -2.2953 -4.9675 -1.3199 0.00
H -1.7390 -5.7623 0.1622 0.00
H -0.9061 -6.0605 -1.3612 0.00
H -0.7570 -3.2221 -2.4630 0.00
H 0.5286 -4.4370 -2.3976 0.00
H 0.8165 -2.8363 -1.7501 0.00
H 0.4000 -5.0207 1.2873 0.00
H 1.4410 -3.8202 0.5086 0.00
H 1.2589 -5.4275 -0.2087 0.00
O 3.8111 2.5631 -4.2583 0.00
C 3.0467 3.4125 -3.5979 0.00
O 3.0471 4.5994 -3.8205 0.00
C 2.1541 2.8515 -2.5430 0.00
C 1.2971 3.6351 -1.8002 0.00
N 0.6513 2.8212 -0.9523 0.00
N 1.0242 1.5479 -1.0938 0.01
C 1.9368 1.5447 -2.0528 0.00
C 2.5210 0.2160 -2.4350 0.00
O 3.3449 0.1651 -3.3509 0.00
O 2.0917 -0.7765 -1.7654 0.03
H 3.6746 1.6198 -3.9471 0.00
H 1.1255 4.6974 -1.8397 0.00
H -0.0930 3.0542 -0.3048 0.00
C -0.6022 -0.3719 -3.2096 0.00
O -0.8337 -0.6544 -1.8309 0.05
H -0.2219 0.6394 -3.3581 0.00
H -1.5260 -0.5014 -3.7751 0.00
H 0.1403 -1.0825 -3.5641 0.00
H -1.4535 -0.0164 -1.3977 0.00
```

For the energy, the calculation gives -3651.14807 hartree. The lowest unoccupied orbital energy (alpha / beta) is 0.31 / -0.92 eV. As for the energy above the lowest of the compared OMol25 structures with the same formula, charge and spin: 0.000 eV. The HOMO energy (alpha / beta) is -0.342 / -0.342 Eh. The multiplicity is 2. Its expectation value of S² is 0.75.

***

Computed, not measured: a structure of composition C30H47BaCl2N4O7SSi, with the ωB97M-V functional and the def2-TZVPD basis.

Geometry as XYZ:
```
93
Properties=species:S:1:pos:R:3:mulliken_charge:R:1
C 1.5179 -2.4989 -4.4365 -1.67
C 2.9394 -2.0954 -4.2306 0.68
H 1.0578 -1.9325 -5.2573 0.35
H 0.9461 -2.3524 -3.5161 0.21
H 1.4809 -3.5628 -4.7209 0.36
C 3.7783 -1.9624 -5.2699 0.15
C 3.3708 -2.0828 -6.6979 -1.53
H 4.8519 -1.8353 -5.1192 0.43
H 2.5049 -1.4563 -6.9504 0.30
H 3.1137 -3.1175 -6.9642 0.30
H 4.2051 -1.7788 -7.3390 0.38
Ba -1.1729 -0.3649 0.9932 1.89
Cl 0.7801 -2.5585 1.0000 -0.76
C 1.4505 -0.2737 3.2498 0.25
O 0.5027 0.4761 2.9477 -0.76
N 2.6431 0.1530 3.6839 0.18
C 2.8969 1.5854 3.7747 -0.94
C 3.7740 -0.7612 3.8219 -0.82
H 1.3564 -1.3705 3.1294 0.30
H 1.9822 2.0849 4.0963 0.28
H 3.2092 2.0033 2.8077 0.23
H 3.6996 1.7425 4.4968 0.38
H 3.4023 -1.7527 4.1126 0.32
H 4.4528 -0.3762 4.5904 0.31
H 4.3241 -0.8684 2.8721 0.27
H -3.3527 3.7609 5.0048 0.31
H -5.1537 1.4880 5.9697 0.31
C -3.8935 3.4883 4.0879 -0.93
C -5.4525 1.7578 4.9436 -0.57
N -4.2988 2.0929 4.1192 0.24
H -3.2623 3.6749 3.2177 0.27
C -3.5118 1.1290 3.6106 -0.20
O -2.5697 1.3245 2.8140 -0.62
H -5.9968 0.9100 4.5035 0.04
H -3.7752 0.1116 3.9659 0.47
H -4.8013 4.0953 4.0471 0.34
H -6.1018 2.6382 4.9890 0.30
H -4.5388 2.2691 -3.8373 0.31
H -1.0313 1.4213 -3.2834 0.25
C -3.8613 3.0593 -3.4817 -0.90
C -1.4431 2.4339 -3.3278 -0.84
N -2.7568 2.5093 -2.7087 0.21
H -4.4323 3.7574 -2.8591 0.34
C -2.9386 2.0477 -1.4697 -0.13
O -2.0527 1.4137 -0.8367 -0.44
H -0.7486 3.1205 -2.8281 0.28
H -3.9335 2.2654 -1.0438 0.29
H -3.4505 3.5804 -4.3491 0.31
H -1.5713 2.7540 -4.3618 0.36
O 2.5541 -1.2263 -1.9481 -0.53
C 3.4109 -2.0178 -2.7708 -0.60
C 5.4324 -0.5038 -3.2485 0.32
C 4.8919 -1.6378 -2.6341 0.26
H 4.8134 0.0835 -3.9327 0.56
C 6.7737 -0.1527 -3.0167 -0.92
H 3.2807 -3.0466 -2.3824 0.47
C 5.6948 -2.4617 -1.8389 -0.51
H 7.1790 0.7423 -3.4968 0.36
C 7.5759 -0.9854 -2.2356 -0.49
C 7.0441 -2.1437 -1.6506 -0.64
H 5.2382 -3.3599 -1.4075 0.33
H 8.6268 -0.7334 -2.0778 0.35
H 7.6668 -2.8300 -1.0703 0.37
Si 2.6236 0.5495 -1.8019 2.11
Cl 1.8024 0.8351 -3.6735 -0.57
C 3.8575 2.0188 -2.1320 -1.65
C 3.8506 0.2545 -0.2390 -1.43
C 1.1609 0.8539 -0.6518 -0.86
H 4.9131 1.7493 -2.0016 0.39
H 3.6139 2.8334 -1.4343 0.36
H 3.7654 2.4371 -3.1461 0.38
H 0.3560 1.4621 -1.0819 0.41
H 1.4730 1.2876 0.3100 0.42
H 0.8258 -0.1925 -0.4855 -0.47
H 4.8629 0.0161 -0.6014 0.21
H 3.4728 -0.6061 0.3381 0.08
H 3.8995 1.1414 0.4152 0.27
O -4.5846 -2.3170 5.5869 -0.63
S -4.8467 -3.0096 4.3426 1.16
O -5.1911 -4.4086 4.4122 -0.67
N -3.7337 -2.6518 3.1892 -0.42
C -4.1839 -1.9421 2.1329 0.22
O -3.4880 -1.6035 1.1361 -0.87
C -5.6224 -1.5616 2.3313 0.34
C -6.3945 -0.6503 1.6025 -0.43
C -7.6950 -0.3764 2.0358 -0.59
C -8.2120 -0.9934 3.1912 -0.43
C -7.4219 -1.8728 3.9426 -0.58
C -6.1309 -2.1246 3.4851 0.21
H -5.9591 -0.1879 0.7142 0.50
H -8.3153 0.3273 1.4792 0.36
H -9.2333 -0.7714 3.5088 0.36
H -7.7866 -2.3705 4.8455 0.40
```

The net charge is -1. For the energy, the calculation gives -3550.86310 hartree. The lowest unoccupied orbital energy is 1.62 eV. The HOMO energy is -0.152 Eh.